(1)
A 2-piece molecular cluster, CH2NO4 overall in a non-equilibrium geometry, computed with ωB97M-V/def2-TZVPD.

```
! wB97M-V def2-TZVPD RIJCOSX def2/J DEFGRID3
* xyz 1 1
O -2.662 0.985 -0.102
C 1.909 -0.011 -0.001
O 0.661 -0.285 0.006
H 2.478 -0.880 -0.074
O -2.261 -1.155 -0.127
N -2.223 -0.044 -0.036
H 2.504 0.944 0.113
O -0.406 0.446 0.222
*
```

Output
Relative energy (zero: lowest compared OMol25 entry of this formula, charge and spin) ... 103.5 kcal/mol
M ... 92.03 g/mol
LUMO ... -0.2244 hartree
Kohn-Sham gap ... 10.130 eV
Highest occupied orbital energy ... -0.597 Eh
Largest force on an atom ... 3.8 eV Å⁻¹

(2)
A single C4H6N2O molecule in a non-equilibrium geometry, computed with ωB97M-V/def2-TZVPD.

```
! wB97M-V def2-TZVPD RIJCOSX def2/J DEFGRID3
* xyz 0 1
H -2.453 -1.019 0.197
H 3.175 -0.302 -0.737
C -0.475 -1.010 -0.766
H -0.880 -1.836 -1.354
O 0.633 0.967 0.638
H -2.343 1.217 -0.947
C -1.497 -0.460 0.115
N 0.778 -0.779 -0.921
N 2.646 0.381 -0.222
H -3.099 0.719 0.678
C -2.308 0.597 -0.066
H 3.116 1.018 0.403
C 1.299 0.256 -0.095
*
```

Output
Relative energy (zero: lowest compared OMol25 entry of this formula, charge and spin) ... 70.8 kcal/mol
M ... 98.10 g/mol
Structure (SMILES) ... C=C/C=N\C(N)=O
LUMO ... 0.0115 hartree
Kohn-Sham gap ... 9.184 eV
Highest occupied orbital energy ... -0.326 Eh
Largest force on an atom ... 2.4 eV Å⁻¹

no.,E (Eh)
1,-394.39922
2,-340.68205